A single C5H8S molecule at a distorted geometry, computed with the ωB97M-V functional and the def2-TZVPD basis.

Results
SMILES string = CC#S#CCC
HOMO level = -8.18 eV
Energy above the lowest of the compared OMol25 structures with the same formula, charge and spin = 608.8 kJ/mol
Spin multiplicity = 1
E_tot = -593.256345 Ha

```
14
Properties=species:S:1:pos:R:3:forces:R:3:lowdin_charge:R:1
C 3.258 -0.341 -0.152 3.1 0.3 -1.1 -0.27
C 2.036 0.349 -0.357 -0.6 1.1 -0.6 -0.45
S 1.022 0.666 0.929 -0.8 -0.4 -0.1 0.87
C -0.357 0.547 -0.107 -0.5 0.2 0.9 -0.30
C -1.661 0.222 0.628 0.8 0.6 -1.3 -0.38
C -2.731 0.038 -0.434 0.6 -2.3 -0.8 -0.16
H 2.986 -1.264 -0.652 0.2 -0.7 -0.3 0.08
H 3.751 -0.569 0.785 -0.3 0.0 0.7 0.06
H 4.101 0.087 -0.834 -1.6 -0.7 0.8 0.12
H -1.610 -0.664 1.250 0.1 0.2 0.7 0.09
H -1.869 1.183 1.159 0.1 -0.7 0.3 0.12
H -2.605 -0.911 -1.045 0.6 1.0 0.7 0.09
H -2.627 0.831 -1.142 -0.6 0.7 -0.4 0.06
H -3.694 -0.173 -0.029 -1.0 0.8 0.4 0.05
```
Forces are in eV/Å.